*P*
This record from the Open Molecules 2025 dataset describes a structure of composition CH4N4. The level of theory is wB97M-V/def2-TZVPD.

The calculation puts the orbital gap at 8.65 eV.

```
! RIJCOSX wB97M-V def2-TZVPD def2/J DEFGRID3
* xyz 0 1
C 0.55770 0.71059 0.33479
N 1.57113 -0.15290 -0.02663
N 0.59957 -1.18538 -0.25530
N -0.31490 -0.25835 0.05045
N -1.68403 -0.27860 0.13011
H 0.64986 1.68878 0.15708
H 2.75343 0.04753 0.16798
H -1.98883 -1.17883 -0.25393
H -2.14393 0.60715 -0.30455
*
```

=====

*Q*
This record from the Open Molecules 2025 dataset describes a cluster of 2 separate species, CH4N4 in total. The level of theory is wB97M-V/def2-TZVPD.

The calculation puts the orbital gap (alpha / beta) at 9.24 / 9.00 eV.

```
! RIJCOSX wB97M-V def2-TZVPD def2/J DEFGRID3
* xyz 0 1
C 0.42986 0.64493 1.18121
N -1.32076 -0.93470 -1.62700
N 1.50471 -0.01989 0.68768
N -0.15192 -0.61217 -1.66704
N 0.86509 -0.25274 -1.90449
H 0.49771 0.92075 2.25641
H -0.54168 0.24451 1.23202
H 0.33278 1.52654 0.70591
H -1.61580 -1.51724 -0.86470
*
```

=====

The most stable of them is *P*.

=====

*P*
This record from the Open Molecules 2025 dataset describes an isolated molecule of CH4N4. The level of theory is wB97M-V/def2-TZVPD.

The calculation puts the orbital gap at 8.54 eV.

```
! RIJCOSX wB97M-V def2-TZVPD def2/J DEFGRID3
* xyz 0 1
C 0.25387 -0.83335 -0.16336
N -0.82683 -1.60304 0.86223
N -1.77131 -0.99066 0.99674
N 0.00343 0.53124 -0.10949
N -1.21596 0.80389 -0.35084
H 1.27191 -1.04483 0.05792
H -0.22496 -1.27217 -0.97606
H 0.70806 0.96935 0.51724
H -1.55317 1.63173 0.25496
*
```

=====

*Q*
This record from the Open Molecules 2025 dataset describes a cluster of 2 separate species, CH4N4 in total. The level of theory is wB97M-V/def2-TZVPD.

The calculation puts the orbital gap at 10.46 eV. The SMILES is [H]/N=N/C.N#N.

```
! RIJCOSX wB97M-V def2-TZVPD def2/J DEFGRID3
* xyz 0 1
H -1.01876 -1.95850 -0.28185
N -0.74330 -0.99142 -0.65787
N -0.79051 -0.29211 0.39746
C -0.52104 1.17701 -0.01280
H -1.43479 1.27817 -0.28848
H 0.06119 1.18496 -0.96467
H -0.38376 1.92214 0.84928
N 2.31193 -1.68049 0.63909
N 2.51905 -0.63977 0.31984
*
```

=====

The most stable of them is *Q*.

=====

*P*
This record from the Open Molecules 2025 dataset describes a structure of composition CH4N4. The level of theory is wB97M-V/def2-TZVPD.

The calculation puts the orbital gap at 10.24 eV.

```
! RIJCOSX wB97M-V def2-TZVPD def2/J DEFGRID3
* xyz 0 1
C 0.89453 -0.91132 -0.01763
N 1.80248 0.00530 -0.11709
N 0.81693 0.97812 -0.15640
N -0.19499 -0.08692 0.16203
N -1.50291 -0.18234 -0.13732
H 1.08936 -2.02840 0.01639
H 0.90027 1.69548 0.77634
H -1.85063 0.09277 -1.09576
H -1.95504 0.43731 0.56943
*
```

=====

*Q*
This record from the Open Molecules 2025 dataset describes an isolated molecule of CH4N4. The level of theory is wB97M-V/def2-TZVPD.

The calculation puts the orbital gap (alpha / beta) at 9.19 / 9.19 eV.

```
! RIJCOSX wB97M-V def2-TZVPD def2/J DEFGRID3
* xyz 0 1
C 1.08937 -0.54299 -0.10079
N 0.17777 -1.35750 0.35188
N -1.01717 -1.03289 0.30609
N -0.22347 1.11886 -0.37051
N -1.22848 0.22773 -0.06492
H 2.02594 -0.24872 0.54458
H 1.41751 -0.64145 -1.11378
H -0.13910 1.89499 0.36805
H -2.10238 0.58197 0.07939
*
```

=====

*R*
This record from the Open Molecules 2025 dataset describes an isolated molecule of CH4N4. The level of theory is wB97M-V/def2-TZVPD.

The calculation puts the orbital gap (alpha / beta) at 7.29 / 8.32 eV.

```
! RIJCOSX wB97M-V def2-TZVPD def2/J DEFGRID3
* xyz 0 1
C 0.03880 0.62475 -0.50826
N -0.12959 -0.61193 -0.89860
N 0.94600 -0.94116 1.02049
N 0.63122 -1.42275 -0.14664
N -0.68829 1.69898 -0.68263
H 1.62548 -1.56592 1.39139
H 0.53717 -2.49824 -0.38770
H -0.46872 2.61343 -0.33881
H -1.68104 1.65899 -0.97809
*
```

=====

The most stable of them is *P*.